Here is a 9-piece molecular cluster, C56H75N9O9P2S2 overall from OMol25. Energies are from ωB97M-V with the def2-TZVPD basis set.

Summary:
**SMILES string**: CCC(=O)OCC[C@@H](CCCCCOC)O[C@@H](CN(C[SH](=O)=O)P(C)O)P(O)(O)=S.c1ccncc1.c1ccncc1.c1ccncc1.c1ccncc1.c1ccncc1.c1ccncc1.c1ccncc1.c1ccncc1
**Total charge**: 0
**HOMO-LUMO gap**: 8.57 eV
**E_tot**: -131374.19673 eV

CARTESIAN COORDINATES (ANGSTROEM)
C: -4.17835 3.61307 -0.26954
C: -2.73714 3.09991 -0.32525
C: -2.46772 2.06614 0.73148
O: -3.33229 1.31098 1.18177
O: -1.17371 1.97303 1.19562
C: -0.20755 1.65943 0.18809
C: -0.47156 0.38393 -0.56075
C: -0.29327 -0.89626 0.26616
C: -1.07286 -1.99328 -0.43746
C: -2.55089 -1.88160 0.00734
C: -3.29774 -3.19905 -0.00343
C: -4.69004 -3.12992 0.62175
C: -4.77589 -2.20244 1.80673
O: -3.81446 -2.56140 2.77748
C: -3.95581 -1.84046 3.96982
O: 1.11791 -1.09561 0.33308
C: 1.64647 -1.73942 1.45301
C: 1.62575 -0.97727 2.81648
N: 0.81890 0.23854 2.85030
C: -0.34894 0.12823 3.68414
S: -0.08463 -0.10580 5.48037
O: 1.29227 -0.32769 5.80572
O: -0.98919 -1.15742 5.87235
P: 1.74028 1.67096 3.26276
C: 2.96876 1.78890 1.89121
O: 0.64405 2.88068 3.00041
P: 0.99709 -3.42741 1.82884
O: 2.03348 -3.94820 2.94476
O: 1.26899 -4.36193 0.58026
S: -0.79047 -3.53139 2.56149
H: -4.55201 3.83825 -1.26124
H: -4.84928 2.88907 0.17562
H: -4.21486 4.51910 0.32533
H: -2.57040 2.68281 -1.31468
H: -2.07426 3.95738 -0.24556
H: -0.20874 2.47638 -0.54181
H: 0.78634 1.65576 0.61191
H: 0.29318 0.32941 -1.33590
H: -1.42441 0.36521 -1.07841
H: -0.72798 -0.69652 1.24025
H: -0.73667 -2.99996 -0.20858
H: -1.04691 -1.89659 -1.51933
H: -3.02232 -1.18425 -0.68479
H: -2.58323 -1.41128 0.98462
H: -2.68251 -3.98105 0.42857
H: -3.42080 -3.48227 -1.04935
H: -5.47752 -2.86030 -0.07659
H: -4.93257 -4.12955 0.98043
H: -4.59836 -1.16462 1.50882
H: -5.78294 -2.24290 2.23185
H: -4.45724 -0.88356 3.81870
H: -4.52269 -2.39661 4.71944
H: -2.98206 -1.61991 4.40138
H: 2.69201 -1.90937 1.20234
H: 1.29481 -1.64954 3.59657
H: 2.65187 -0.73544 3.09028
H: -0.92582 -0.73954 3.37374
H: -1.00630 0.98574 3.56717
H: -0.57190 1.02001 6.07099
H: 2.66515 2.56869 1.19523
H: 3.88726 2.12085 2.35434
H: 3.10533 0.83178 1.40004
H: 0.54145 3.06689 2.05753
H: 1.51591 -4.08789 3.74630
H: 0.61672 -5.07854 0.58125
N: -4.18195 -4.88532 8.45100
C: -3.01782 -4.70195 7.83116
C: -2.28572 -3.52587 7.89784
C: -2.79387 -2.47886 8.64731
C: -4.00502 -2.65045 9.29781
C: -4.65427 -3.86898 9.16847
H: -2.65865 -5.54515 7.25147
H: -1.34451 -3.43175 7.37339
H: -2.25359 -1.54390 8.72181
H: -4.43852 -1.85844 9.89312
H: -5.60305 -4.04652 9.66350
N: -2.20075 -4.06333 -3.58369
C: -2.73890 -4.06438 -4.80323
C: -2.56474 -5.08447 -5.72591
C: -1.78223 -6.16841 -5.36626
C: -1.21120 -6.18700 -4.10439
C: -1.45146 -5.11589 -3.25813
H: -3.34139 -3.19709 -5.04914
H: -3.02810 -5.02565 -6.70072
H: -1.61907 -6.98483 -6.05838
H: -0.59134 -7.01211 -3.78115
H: -1.02303 -5.09217 -2.26101
N: -1.91739 6.74461 -0.57240
C: -2.95189 7.56234 -0.75646
C: -3.24757 8.62923 0.07808
C: -2.42467 8.85869 1.16817
C: -1.34465 8.01739 1.37710
C: -1.13662 6.98113 0.48020
H: -3.57205 7.34544 -1.61931
H: -4.10097 9.26184 -0.12265
H: -2.62193 9.68038 1.84445
H: -0.67717 8.15941 2.21564
H: -0.30077 6.30085 0.60574
N: -0.03065 -7.83696 0.56436
C: 0.36285 -8.02320 1.82339
C: 1.25665 -9.00763 2.21470
C: 1.76430 -9.85438 1.24379
C: 1.36346 -9.67928 -0.07108
C: 0.47054 -8.65814 -0.35650
H: -0.06518 -7.33772 2.54779
H: 1.54498 -9.10595 3.25186
H: 2.46307 -10.63804 1.50674
H: 1.73586 -10.31820 -0.85975
H: 0.13420 -8.48352 -1.37280
N: -1.45301 -2.72273 -8.32859
C: -1.43348 -2.24804 -9.57301
C: -0.28243 -2.13349 -10.33873
C: 0.91795 -2.53379 -9.77546
C: 0.91899 -3.02904 -8.48155
C: -0.28937 -3.10308 -7.80569
H: -2.39520 -1.94469 -9.97235
H: -0.32356 -1.74391 -11.34747
H: 1.84024 -2.46143 -10.33786
H: 1.83436 -3.35197 -8.00475
H: -0.33721 -3.48651 -6.79162
N: 4.99484 5.67534 2.99443
C: 3.83214 5.02645 3.04751
C: 3.05317 4.91911 4.18901
C: 3.51488 5.52746 5.34717
C: 4.72252 6.20359 5.31495
C: 5.42197 6.25004 4.11816
H: 3.51494 4.57354 2.11660
H: 2.11609 4.38654 4.17602
H: 2.93885 5.47256 6.26239
H: 5.11999 6.68843 6.19620
H: 6.36507 6.77292 4.05371
N: 0.76605 -1.37963 -13.66970
C: 0.16513 -1.03999 -14.80808
C: 0.83901 -0.55950 -15.92024
C: 2.21477 -0.42041 -15.84549
C: 2.85698 -0.76714 -14.66854
C: 2.08901 -1.24055 -13.61626
H: -0.91232 -1.16181 -14.82319
H: 0.29787 -0.30155 -16.81987
H: 2.77789 -0.04768 -16.69130
H: 3.92920 -0.67369 -14.56662
H: 2.55279 -1.52570 -12.67813
N: 7.14525 8.83451 5.16443
C: 8.30669 9.22352 4.64284
C: 8.80419 10.51322 4.74837
C: 8.05128 11.45359 5.43143
C: 6.83913 11.06748 5.97893
C: 6.43521 9.75116 5.81830
H: 8.86269 8.45694 4.11367
H: 9.75616 10.77155 4.30589
H: 8.40351 12.47176 5.53536
H: 6.21919 11.76951 6.51900
H: 5.49365 9.40638 6.23281

Atomic partial charges in e from the Mulliken method, atoms 1 to 6: -1.351, -0.100, 0.338, -0.621, 0.128, -0.437


Here is the molecule C5H6O from OMol25. Energies are from ωB97M-V with the def2-TZVPD basis set.

Summary:
**SMILES string**: C#CC[C@H]1CO1
**Total charge**: 0
**HOMO-LUMO gap**: 11.20 eV
**ΔE to the lowest compared entry with this formula, charge and spin**: 63.07 kcal/mol
**E_tot**: -7326.54949 eV

CARTESIAN COORDINATES (ANGSTROEM)
C: -1.52666 2.27046 -0.12422
C: -0.57656 1.53406 -0.19221
C: 0.59411 0.65859 -0.30696
C: 0.53055 -0.55215 0.60072
C: 0.01383 -1.82644 0.10577
O: 1.41073 -1.60164 0.23792
H: -2.34044 2.95935 -0.06256
H: 1.49976 1.23402 -0.07685
H: 0.69767 0.30364 -1.33862
H: 0.48601 -0.33088 1.66835
H: -0.36130 -1.88188 -0.91588
H: -0.39756 -2.56327 0.79266

Atomic partial charges in e from the Mulliken method, atoms 1 to 6: 0.133, -0.386, -0.803, 0.095, -0.422, -0.417


Here is a 8-piece molecular cluster, C20H57NO10 overall from OMol25. Energies are from ωB97M-V with the def2-TZVPD basis set.

Summary:
**SMILES string**: COCCNCCOC.OCCO.CCO.CCO.CCO.CCO.CCO.CCO
**Total charge**: 0
**HOMO-LUMO gap**: 8.87 eV
**ΔE to the lowest compared entry with this formula, charge and spin**: 30.88 kcal/mol
**E_tot**: -43620.10435 eV

CARTESIAN COORDINATES (ANGSTROEM)
C: -1.38779 1.67382 -3.39082
O: -0.63115 0.98532 -4.29459
C: 0.32495 0.04419 -3.88226
C: 1.41805 0.65291 -2.95272
N: 2.42163 -0.32228 -2.62408
C: 3.29027 0.37927 -1.74268
C: 4.40040 -0.61627 -1.51881
O: 5.15806 -0.55061 -0.56462
C: 6.05441 0.52672 -0.52680
H: -0.80690 2.06084 -2.55268
H: -2.02469 1.05070 -2.90784
H: -2.02334 2.51402 -3.74641
H: 0.82144 -0.37613 -4.73315
H: -0.06114 -0.71116 -3.24414
H: 0.97721 0.90221 -1.95283
H: 1.73095 1.54982 -3.41345
H: 2.00355 -1.10116 -2.08601
H: 2.88281 0.88023 -0.86067
H: 3.74695 1.26851 -2.14835
H: 5.09470 -0.54426 -2.33524
H: 3.96913 -1.67110 -1.41733
H: 5.57309 1.40488 -0.15112
H: 6.69805 0.64184 -1.39434
H: 6.76109 0.19510 0.25183
C: 1.47022 3.06471 0.00421
C: 1.52305 3.98834 1.07500
O: 0.23963 4.07593 1.49380
H: 1.27539 2.05844 0.41509
H: 2.44236 2.95471 -0.52684
H: 0.70442 3.11962 -0.80218
H: 1.95575 4.99123 0.76938
H: 2.12868 3.68284 1.89952
H: 0.06435 4.51613 2.37482
C: -0.30521 -3.06790 -2.04201
C: 0.94883 -3.54844 -2.53729
O: 2.00981 -3.39467 -1.54859
H: -0.73403 -3.87772 -1.37318
H: -1.03483 -3.08158 -2.86951
H: -0.26978 -2.12517 -1.56106
H: 1.23831 -2.78076 -3.33876
H: 0.73268 -4.47414 -2.86656
H: 2.04225 -4.31902 -1.27562
C: 1.66673 -1.44336 0.94551
C: 1.48235 -2.08935 2.24515
O: 0.27812 -1.69461 2.88797
H: 2.53006 -1.88206 0.44664
H: 1.57988 -0.35324 0.99385
H: 0.89710 -1.72197 0.27033
H: 2.23717 -1.54009 2.79038
H: 1.49845 -3.16966 2.17106
H: 0.18696 -0.70118 2.80282
C: -1.53052 -4.35341 1.01539
C: -1.09890 -4.69869 2.38335
O: -1.28222 -3.71101 3.32173
H: -2.53501 -3.89045 1.01656
H: -1.57871 -5.22576 0.36439
H: -0.88258 -3.50010 0.63076
H: -0.05328 -4.81457 2.44740
H: -1.46944 -5.69558 2.64634
H: -0.62695 -3.09211 3.18564
C: -2.56419 -0.52313 -0.41873
C: -1.78548 0.23443 0.52121
O: -1.00490 1.18007 -0.13566
H: -3.39458 0.01259 -0.81437
H: -2.87363 -1.53588 -0.00299
H: -1.88192 -0.76979 -1.23055
H: -1.19985 -0.45878 1.15301
H: -2.43815 0.71900 1.29071
H: -0.93369 1.95691 0.43251
C: -3.68603 5.10539 -1.01519
C: -2.69012 4.12902 -0.99382
O: -2.85371 3.43235 0.21251
H: -3.88607 5.50428 -0.00567
H: -4.67797 4.65150 -1.37460
H: -3.32890 5.92574 -1.66439
H: -1.67394 4.61185 -0.95048
H: -2.65220 3.47314 -1.88104
H: -2.41965 3.90403 0.87144
C: -2.39389 -0.48936 3.90291
C: -3.41155 0.51702 4.14371
O: -3.01979 1.81227 4.28434
O: -3.04023 -1.66714 3.37916
H: -1.85483 -0.75768 4.85893
H: -1.51555 -0.09795 3.32253
H: -4.02129 0.15612 4.95862
H: -4.19196 0.56152 3.38755
H: -2.16997 1.84727 4.66020
H: -2.55880 -2.47752 3.44176

Atomic partial charges in e from the Mulliken method, atoms 1 to 6: -0.581, -0.458, -0.538, -0.168, -0.314, 0.064


Among the records above, which one has the lowest HOMO-LUMO gap? C56H75N9O9P2S2